ORCA calculation (ωB97M-V with the def2-TZVPD basis set) on the molecule C4H2O in a non-equilibrium geometry.

## Properties
Kohn-Sham gap (alpha / beta)	9.4256 / 6.9199	eV
max |F|	0.075	Eh/bohr
spin multiplicity	3
LUMO energy (alpha / beta)	0.52 / -3.64	eV
energy relative to the best compared isomer or geometry (same formula, charge and spin)	0.4925	eV
E_HOMO (alpha / beta)	-8.903 / -10.561	eV

Each line ends with the natural charge from an NBO analysis.
Atoms and positions in Å:
C (-1.8422, -0.8543, -0.6103)  -0.134
C (-3.0711, -0.8477, -0.8787)  0.122
C (0.3662, -0.2289, 0.6759)  0.393
C (-0.5491, -0.5897, -0.6228)  -0.354
O (1.4905, -0.6217, 0.5085)  -0.496
H (0.2649, -0.8010, -1.3958)  0.290
H (0.1040, 0.3271, 1.7292)  0.178

Cartesian forces, eV/Å:
1.64 0.78 0.33
-2.78 -0.46 -0.48
-0.20 -0.41 0.01
3.59 0.48 1.35
-0.21 0.60 0.68
-1.81 0.18 0.79
-0.23 -1.16 -2.67